Model i:
ORCA calculation (the ωB97M-V functional and the def2-TZVPD basis) on a cluster of 2 separate species, C2H2 in total.

As for the HOMO energy (alpha / beta): -8.829 / -8.810 eV. The HOMO-LUMO gap (alpha / beta) comes out at 7.23 / 7.30 eV.

Last column: Mulliken charge in e.
CARTESIAN COORDINATES (ANGSTROEM)
1 C 1.2049 -0.6533 -0.1657  -0.17
2 C -1.1783 -0.5712 -0.5397  -0.11
3 H 1.5881 0.4262 -0.6935  0.14
4 H -1.2235 -0.5186 0.6595  0.14

***

Model ii:
ORCA calculation (the ωB97M-V functional and the def2-TZVPD basis) on an isolated molecule of C2H2.

As for the HOMO energy: -10.869 eV. The HOMO-LUMO gap comes out at 12.22 eV.

Last column: Mulliken charge in e.
CARTESIAN COORDINATES (ANGSTROEM)
1 C 0.5847 -0.0023 -0.0045  -0.43
2 C -0.5888 -0.0374 0.0029  -0.26
3 H 1.6639 0.0808 0.0128  0.35
4 H -1.6393 0.1577 -0.0029  0.33

***

Tell me which of them is the least stable. Sure, it is model i.

***

Model i:
ORCA calculation (the ωB97M-V functional and the def2-TZVPD basis) on a cluster of 3 separate species, C3H8NO3 in total.

The charge is +1. As for the HOMO energy: -14.463 eV. The HOMO-LUMO gap comes out at 9.07 eV.

Last column: Mulliken charge in e.
CARTESIAN COORDINATES (ANGSTROEM)
1 C -2.4312 0.7087 -0.4108  -0.37
2 C -2.0049 0.1995 0.7347  -0.68
3 C -0.0735 0.0798 -0.1661  0.73
4 N 0.0960 -1.1769 -0.4001  -0.29
5 O 3.2523 -0.1920 0.7799  -0.28
6 O 0.3315 1.1581 -0.1705  -0.36
7 O 2.6821 0.1917 -0.4790  -0.43
8 H -2.8487 -0.0154 -1.0872  0.29
9 H -2.3299 1.7094 -0.6205  0.34
10 H -1.6454 0.9300 1.4956  0.31
11 H -2.0579 -0.9338 0.9905  0.40
12 H -0.5361 -1.9194 -0.1018  0.26
13 H 2.3037 1.0820 -0.5148  0.35
14 H 1.0884 -1.4332 -0.5308  0.35
15 H 4.1736 -0.3885 0.4809  0.36

***

Model ii:
ORCA calculation (the ωB97M-V functional and the def2-TZVPD basis) on a cluster of 2 separate species, C3H8NO3 in total.

The charge is +1. As for the HOMO energy: -13.294 eV. The HOMO-LUMO gap comes out at 9.61 eV.

Last column: Mulliken charge in e.
CARTESIAN COORDINATES (ANGSTROEM)
1 C -0.1509 -1.6226 -0.3434  -0.30
2 C -1.2122 2.2212 0.2830  0.01
3 C 0.6580 -0.5850 -0.1693  0.35
4 N 1.2267 -0.1769 1.0214  -0.19
5 O -0.5865 -1.9136 -1.6281  -0.46
6 O -0.7183 1.6983 1.2730  -0.53
7 O 0.8698 0.4370 -0.9988  -0.52
8 H -0.3080 -2.1815 0.5492  0.25
9 H -0.6444 2.4457 -0.5820  0.26
10 H -2.3489 2.2611 0.0253  0.26
11 H 0.9130 -0.8694 1.7873  0.38
12 H 2.2158 -0.1493 1.1105  0.35
13 H 0.7002 0.8079 1.1844  0.45
14 H -1.1358 -2.6854 -1.6119  0.35
15 H 0.5215 0.3123 -1.9005  0.35

***

Tell me which of them is the least stable. Sure, it is model i.

***

Model i:
ORCA calculation (the ωB97M-V functional and the def2-TZVPD basis) on a structure of composition C3H7PS.

As for the HOMO energy: -9.195 eV. The HOMO-LUMO gap comes out at 9.20 eV.

Last column: Mulliken charge in e.
CARTESIAN COORDINATES (ANGSTROEM)
1 C -0.1157 1.5798 -0.5172  -0.21
2 C 0.1359 -0.2877 -0.7990  -0.60
3 C 0.6311 -1.0964 0.3507  -0.73
4 P -1.2825 2.1426 0.5840  -0.09
5 S -0.1401 -2.7449 0.7940  -0.19
6 H 0.6895 2.0629 -1.0837  0.29
7 H 0.7806 -0.4249 -1.5504  0.38
8 H -0.9164 -0.6424 -0.9797  0.29
9 H 0.7143 -0.6090 1.3161  0.40
10 H 1.6359 -1.4463 0.2244  0.33
11 H -0.9471 3.5183 0.4281  0.02
12 H -1.1855 -2.0518 1.2328  0.11

***

Model ii:
ORCA calculation (the ωB97M-V functional and the def2-TZVPD basis) on an isolated molecule of C3H7PS.

As for the HOMO energy: -8.591 eV. The HOMO-LUMO gap comes out at 8.42 eV.

Last column: Mulliken charge in e.
CARTESIAN COORDINATES (ANGSTROEM)
1 H -1.0428 2.2332 0.3692  -0.03
2 P -2.0306 1.2670 0.1703  -0.07
3 C -0.9478 -0.0313 0.3459  0.09
4 C -1.1096 -1.4147 0.0375  -0.95
5 S 1.1481 -0.0950 1.1913  -0.11
6 C 1.8028 0.7290 -0.3104  -0.70
7 H -0.3536 -1.6815 -0.6897  0.28
8 H -1.0335 -2.0741 0.8962  0.31
9 H -2.0650 -1.5864 -0.3931  0.39
10 H 1.5200 1.8280 -0.0464  0.21
11 H 1.2276 0.4430 -1.1492  0.27
12 H 2.8845 0.3827 -0.4215  0.30

***

Model iii:
ORCA calculation (the ωB97M-V functional and the def2-TZVPD basis) on an isolated molecule of C3H7PS.

As for the HOMO energy: -8.775 eV. The HOMO-LUMO gap comes out at 9.54 eV.

Last column: Mulliken charge in e.
CARTESIAN COORDINATES (ANGSTROEM)
1 C 0.7329 1.4901 -0.3850  -0.67
2 C 1.1360 0.4627 0.4004  -0.03
3 C 0.2553 -0.7325 0.6231  -0.53
4 P -1.3051 -0.7976 -0.3032  0.18
5 S -2.7578 0.3699 0.3283  -0.38
6 H -0.3495 1.6724 -0.7221  0.14
7 H 1.4261 2.2986 -0.6742  0.23
8 H 2.2112 0.3527 0.6750  0.28
9 H 0.1180 -0.8729 1.7580  0.31
10 H 0.6820 -1.6092 0.1607  0.33
11 H -1.1954 -2.1629 -0.3437  0.06
12 H -0.9539 -0.4712 -1.5172  0.08

***

Model iv:
ORCA calculation (the ωB97M-V functional and the def2-TZVPD basis) on an isolated molecule of C3H7PS.

As for the HOMO energy: -8.435 eV. The HOMO-LUMO gap comes out at 7.73 eV.

Last column: Mulliken charge in e.
CARTESIAN COORDINATES (ANGSTROEM)
1 C 1.1808 0.8169 -0.1454  -0.99
2 C -0.2983 0.8655 0.3700  -0.53
3 C -0.9383 -0.3804 -0.2581  0.13
4 P -0.3515 -2.1267 -0.3551  -0.05
5 S -2.0454 0.2968 -1.4641  -0.25
6 H 1.7201 -0.0975 -0.1945  0.41
7 H 1.7836 1.5624 0.5708  0.24
8 H 1.0489 1.2745 -1.1427  0.27
9 H -0.8715 1.7383 0.1358  0.39
10 H -0.1823 0.8727 1.4927  0.26
11 H 0.4634 -2.1588 0.7906  0.05
12 H -1.5096 -2.6637 0.1998  0.08

***

Tell me which of them is the least stable. Sure, it is model i.

***

Model i:
ORCA calculation (the ωB97M-V functional and the def2-TZVPD basis) on a cluster of 2 separate species, C3H6O2S in total.

As for the HOMO energy: -9.691 eV. The HOMO-LUMO gap comes out at 9.18 eV.

Last column: Mulliken charge in e.
CARTESIAN COORDINATES (ANGSTROEM)
1 C -2.2275 0.3483 -0.4124  0.15
2 C -1.9547 1.4585 0.2029  -0.20
3 C 2.1298 -0.3078 0.0629  -0.54
4 O -0.8920 -1.7224 -0.9703  -0.54
5 O 0.9767 -0.3446 0.7862  -0.42
6 S -2.2832 -1.1215 -0.9457  0.09
7 H 0.5621 -1.1112 0.4238  0.31
8 H -1.8844 2.3731 -0.2943  0.26
9 H -1.6615 1.4623 1.3088  0.21
10 H 2.6268 -1.2826 0.1830  0.24
11 H 2.8318 0.3938 0.6809  0.20
12 H 1.7761 -0.1459 -1.0257  0.23

***

Model ii:
ORCA calculation (the ωB97M-V functional and the def2-TZVPD basis) on an isolated molecule of C3H6O2S.

As for the HOMO energy: -8.910 eV. The HOMO-LUMO gap comes out at 9.28 eV.

Last column: Mulliken charge in e.
CARTESIAN COORDINATES (ANGSTROEM)
1 C -2.3793 -1.6408 -1.5889  -0.70
2 O -1.6939 -0.5161 -1.0867  -0.29
3 C -0.5495 -0.8756 -0.4090  -0.35
4 O 0.0102 0.3515 0.0284  -0.25
5 C 1.1385 0.2545 0.7275  0.02
6 S 1.9436 1.5223 1.3074  -0.26
7 H -2.7319 -2.3123 -0.7680  0.31
8 H -3.2492 -1.2648 -2.0966  0.23
9 H -1.7705 -2.2157 -2.2855  0.32
10 H 0.1648 -1.3937 -1.0433  0.35
11 H -0.7854 -1.4925 0.4521  0.35
12 H 1.4858 -0.7886 0.9123  0.28

***

Model iii:
ORCA calculation (the ωB97M-V functional and the def2-TZVPD basis) on an isolated molecule of C3H6O2S.

As for the HOMO energy: -9.675 eV. The HOMO-LUMO gap comes out at 10.20 eV.

Last column: Mulliken charge in e.
CARTESIAN COORDINATES (ANGSTROEM)
1 O -2.2117 -0.9236 -0.5714  -0.46
2 C -1.8243 -0.0139 0.1485  -0.15
3 C -0.3779 0.3917 0.1671  0.40
4 O -0.1516 1.4906 -0.6104  -0.50
5 C 0.6677 -0.6083 -0.3119  -0.70
6 S 2.4421 -0.2015 -0.2729  -0.19
7 H -2.6341 0.6295 0.5520  0.37
8 H -0.2421 0.6547 1.2587  0.14
9 H 0.7107 1.7871 -0.3622  0.33
10 H 0.5020 -1.4998 0.3560  0.32
11 H 0.3729 -1.0334 -1.3223  0.30
12 H 2.7464 -0.6730 0.9689  0.14

***

Tell me which of them is the least stable. Sure, it is model i.

***

Model i:
ORCA calculation (the ωB97M-V functional and the def2-TZVPD basis) on a structure of composition C29H26AsIrN2O5S2.

As for the HOMO energy (alpha / beta): -7.103 / -7.240 eV. The HOMO-LUMO gap (alpha / beta) comes out at 6.81 / 5.80 eV. Its spin multiplicity is 5.

Last column: Mulliken spin population.
CARTESIAN COORDINATES (ANGSTROEM)
1 Ir 0.7771 -1.2820 -0.0584  2.40
2 N 2.5821 -2.4907 -1.0577  0.14
3 C 2.8797 -2.1166 -2.3681  0.05
4 C 4.0072 -2.5339 -3.0402  0.03
5 C 4.1959 -2.2119 -4.3887  -0.01
6 C 3.2525 -1.5041 -5.0827  0.01
7 C 2.1025 -1.0252 -4.4264  -0.01
8 C 1.0744 -0.3069 -5.0736  0.00
9 C 0.0319 0.1813 -4.3348  0.00
10 C 0.0428 0.0001 -2.9435  -0.02
11 N 0.9607 -0.6955 -2.3240  0.14
12 C 1.9509 -1.2722 -3.0373  -0.04
13 H 1.7779 -3.1211 -1.0088  0.00
14 H 3.3609 -2.8888 -0.5416  0.00
15 H 4.7359 -3.1450 -2.5292  0.00
16 H 5.0823 -2.5672 -4.8902  0.00
17 H 3.3746 -1.2982 -6.1344  0.00
18 H 1.1226 -0.1643 -6.1442  0.00
19 H -0.7884 0.7109 -4.7908  0.00
20 H -0.7323 0.4364 -2.3273  0.02
21 S 2.8438 -0.0791 1.0925  0.46
22 C 2.2311 1.1768 2.1409  -0.04
23 C 3.1366 1.7873 3.0175  0.01
24 C 2.7380 2.8213 3.8379  -0.01
25 C 1.4193 3.2578 3.8217  0.01
26 C 0.5114 2.6434 2.9766  0.00
27 C 0.9003 1.6127 2.1316  0.04
28 As -0.4182 0.7505 0.9678  0.18
29 C -1.1900 2.3958 0.2070  0.02
30 C -0.5594 2.9527 -0.9016  0.02
31 C -1.0226 4.1339 -1.4560  0.00
32 C -2.1158 4.7799 -0.9006  0.01
33 C -2.7443 4.2338 0.2050  0.00
34 C -2.2918 3.0454 0.7531  0.01
35 C -1.7325 0.2292 2.2755  0.03
36 C -1.3111 -0.1659 3.5411  0.00
37 C -2.2027 -0.7264 4.4344  -0.01
38 C -3.5322 -0.8794 4.0765  0.01
39 C -3.9602 -0.4850 2.8194  -0.01
40 C -3.0610 0.0499 1.9126  0.00
41 H 4.1509 1.4238 3.0339  -0.01
42 H 3.4552 3.2998 4.4895  0.00
43 H 1.1070 4.0670 4.4659  0.00
44 H -0.5273 2.9601 2.9629  0.00
45 H 0.3076 2.4436 -1.3136  -0.02
46 H -0.5329 4.5585 -2.3199  0.00
47 H -2.4780 5.7046 -1.3263  0.00
48 H -3.5908 4.7390 0.6458  0.00
49 H -2.7923 2.6235 1.6179  0.00
50 H -0.2628 -0.0695 3.7964  0.00
51 H -1.8559 -1.0678 5.3994  0.00
52 H -4.2289 -1.3233 4.7728  0.00
53 H -4.9945 -0.6109 2.5336  0.00
54 H -3.3765 0.2984 0.9049  0.00
55 O 1.6293 -3.2275 1.4312  0.09
56 C 0.6803 -2.9799 2.1715  0.01
57 O -0.1236 -2.0401 2.0015  0.16
58 H 0.5100 -3.6216 3.0672  0.00
59 C -2.7559 -3.4652 -0.7712  0.00
60 S -1.4307 -2.4332 -1.4271  0.06
61 O -1.6384 -2.2603 -2.8436  0.01
62 O -0.1812 -3.1452 -1.1196  0.11
63 O -1.5219 -1.1607 -0.6785  0.13
64 H -3.7018 -2.9943 -0.9996  0.00
65 H -2.5988 -3.5239 0.2975  0.00
66 H -2.6780 -4.4347 -1.2434  0.00

***

Model ii:
ORCA calculation (the ωB97M-V functional and the def2-TZVPD basis) on a structure of composition C29H26AsIrN2O5S2.

As for the HOMO energy (alpha / beta): -6.780 / -7.809 eV. The HOMO-LUMO gap (alpha / beta) comes out at 6.71 / 6.24 eV. Its spin multiplicity is 5.

Last column: Mulliken spin population.
CARTESIAN COORDINATES (ANGSTROEM)
1 Ir -0.2323 -0.5816 0.1548  2.29
2 N 2.7045 -0.2479 -0.1929  0.09
3 C 2.8030 1.0993 -0.4921  -0.03
4 C 3.7548 1.6254 -1.3317  -0.01
5 C 3.8312 3.0115 -1.5588  0.00
6 C 2.9911 3.8783 -0.9173  0.00
7 C 1.9763 3.3675 -0.0737  0.01
8 C 1.0807 4.1943 0.6458  0.00
9 C 0.1117 3.6300 1.4184  0.01
10 C -0.0372 2.2283 1.4047  0.01
11 N 0.7719 1.4326 0.7487  0.12
12 C 1.8326 1.9761 0.0768  0.04
13 H 2.5249 -0.4672 0.7807  0.00
14 H 3.4352 -0.8225 -0.5858  0.01
15 H 4.4723 0.9637 -1.8008  0.00
16 H 4.5973 3.3889 -2.2230  0.00
17 H 3.0847 4.9481 -1.0428  0.00
18 H 1.1883 5.2703 0.5779  0.00
19 H -0.5760 4.2272 1.9984  0.00
20 H -0.8681 1.7576 1.9126  0.01
21 S 0.3148 -2.8462 -0.2687  0.48
22 C -0.2209 -3.2188 -1.9161  -0.03
23 C -0.4435 -4.5610 -2.2355  0.02
24 C -0.7691 -4.9347 -3.5255  -0.01
25 C -0.8641 -3.9829 -4.5333  0.03
26 C -0.6507 -2.6482 -4.2286  -0.02
27 C -0.3548 -2.2634 -2.9256  0.04
28 As -0.0192 -0.4327 -2.4501  0.26
29 C 1.6121 -0.1149 -3.4602  0.02
30 C 2.6143 -1.0775 -3.3527  0.00
31 C 3.8378 -0.8832 -3.9718  -0.01
32 C 4.0726 0.2755 -4.7016  0.02
33 C 3.0755 1.2297 -4.8170  -0.01
34 C 1.8464 1.0385 -4.1970  0.01
35 C -1.3663 0.6522 -3.3105  0.02
36 C -2.5082 0.1230 -3.9004  0.01
37 C -3.4905 0.9719 -4.3938  0.00
38 C -3.3404 2.3459 -4.2964  0.01
39 C -2.2146 2.8773 -3.6829  0.00
40 C -1.2387 2.0336 -3.1788  0.01
41 H -0.3517 -5.3079 -1.4588  0.00
42 H -0.9396 -5.9791 -3.7497  0.00
43 H -1.0971 -4.2797 -5.5465  0.00
44 H -0.7061 -1.9017 -5.0134  0.01
45 H 2.4336 -1.9868 -2.7886  0.00
46 H 4.6069 -1.6405 -3.8919  0.00
47 H 5.0282 0.4263 -5.1863  0.00
48 H 3.2480 2.1287 -5.3941  0.00
49 H 1.0765 1.7927 -4.3039  0.00
50 H -2.6496 -0.9485 -3.9564  0.00
51 H -4.3787 0.5533 -4.8476  0.00
52 H -4.1074 3.0028 -4.6839  0.00
53 H -2.1063 3.9481 -3.5770  0.00
54 H -0.3902 2.4569 -2.6489  0.00
55 O -2.4254 -1.1532 -0.5684  0.16
56 C -2.7915 0.0365 -0.4566  0.01
57 O -1.9850 0.9483 -0.1499  0.15
58 H -3.8459 0.2966 -0.6364  0.00
59 C -0.4331 -2.7836 3.5788  0.00
60 S -0.0431 -1.1398 3.0678  0.04
61 O 1.0609 -1.2786 2.0770  0.12
62 O 0.2870 -0.3677 4.2298  0.02
63 O -1.2212 -0.6558 2.3072  0.10
64 H 0.4693 -3.2342 3.9806  0.00
65 H -0.7829 -3.3371 2.7127  0.00
66 H -1.2013 -2.7263 4.3441  0.00

***

Tell me which of them is the least stable. Sure, it is model i.

***

Model i:
ORCA calculation (the ωB97M-V functional and the def2-TZVPD basis) on a cluster of 2 separate species, C3H10N3S in total.

The charge is +1. As for the HOMO energy: -12.371 eV. The HOMO-LUMO gap comes out at 9.00 eV.

Last column: Mulliken charge in e.
CARTESIAN COORDINATES (ANGSTROEM)
1 C -0.8051 1.2782 0.6712  -0.27
2 C 2.0568 -1.8650 -0.5183  -0.71
3 C 1.8549 -0.6655 -0.8358  0.29
4 N -0.8495 1.9799 -0.4795  -0.43
5 N -1.4652 0.1729 0.9225  0.11
6 N -2.1181 -0.6201 -0.1155  -0.62
7 S 1.6942 0.5610 0.3553  -0.28
8 H -0.2075 1.7468 1.4455  0.66
9 H 2.2030 -2.7031 -1.2406  0.24
10 H 2.1203 -2.1889 0.5523  0.12
11 H 1.6602 -0.2097 -1.7702  0.31
12 H -0.0503 2.5742 -0.5092  0.32
13 H -1.3941 -0.3808 1.7417  0.26
14 H -1.1308 1.5899 -1.3641  0.23
15 H -2.6425 -0.0186 -0.7813  0.27
16 H -2.8792 -1.1164 0.3332  0.30
17 H 1.9531 -0.1347 1.5929  0.18

***

Model ii:
ORCA calculation (the ωB97M-V functional and the def2-TZVPD basis) on a cluster of 2 separate species, C3H10N3S in total.

The charge is +1. As for the HOMO energy (alpha / beta): -12.258 / -12.257 eV. The HOMO-LUMO gap (alpha / beta) comes out at 7.03 / 7.03 eV.

Last column: Mulliken charge in e.
CARTESIAN COORDINATES (ANGSTROEM)
1 C -0.7536 0.6309 0.4723  -0.22
2 C -1.5884 -0.6526 -1.4632  -0.88
3 C 2.2909 1.3441 0.9110  -0.67
4 N -1.2180 -0.4824 -0.0828  0.42
5 N 1.4755 0.6623 -0.0611  -0.08
6 N -0.9976 -1.6670 0.6109  -0.59
7 S 1.8017 -0.1008 -1.3667  0.00
8 H -0.5917 1.6112 -0.0050  0.39
9 H -0.4849 0.4943 1.5624  0.22
10 H -2.6711 -0.9039 -1.6341  0.35
11 H -1.5943 0.1902 -2.2596  0.29
12 H -0.9937 -1.4957 -1.8286  0.39
13 H 3.3605 1.6178 0.5084  0.28
14 H 1.7072 2.1987 1.2564  0.29
15 H 2.6168 0.6735 1.6874  0.33
16 H -0.9731 -1.5376 1.5483  0.19
17 H -1.3863 -2.5830 0.1440  0.30

***

Model iii:
ORCA calculation (the ωB97M-V functional and the def2-TZVPD basis) on a cluster of 2 separate species, C3H10N3S in total.

The charge is +1. As for the HOMO energy (alpha / beta): -12.237 / -12.235 eV. The HOMO-LUMO gap (alpha / beta) comes out at 7.21 / 7.20 eV.

Last column: Mulliken charge in e.
CARTESIAN COORDINATES (ANGSTROEM)
1 C -0.0970 0.8315 -0.0070  0.15
2 C 0.0160 -3.0751 0.9667  -0.65
3 C 0.9485 3.0539 -1.6239  -0.96
4 N 0.0647 1.2932 1.2124  -0.32
5 N -1.0324 -2.0926 0.8928  -0.25
6 N -1.2045 -1.3939 -0.1379  0.05
7 S 0.0469 1.4240 -1.4794  -0.05
8 H -0.3720 -3.9833 1.6063  0.28
9 H 0.2206 -3.5696 -0.1287  0.29
10 H 0.9089 -2.8521 1.4835  0.30
11 H 0.5974 3.1636 -2.6365  0.29
12 H 2.0036 3.0286 -1.6541  0.36
13 H 0.8388 3.7930 -0.9191  0.37
14 H 0.4982 2.1810 1.5592  0.22
15 H -0.3974 0.6724 1.9523  0.25
16 H -2.1518 -0.9040 -0.0056  0.35
17 H -0.8886 -1.5706 -1.0811  0.31

***

Tell me which of them is the least stable. Sure, it is model iii.